20
Properties=species:S:1:pos:R:3 method="wB97M-V/def2-TZVPD" gap_ev=9.28 multiplicity=1 e_above_lowest_ev=6.825
C -2.191 -0.207 0.011
C -1.163 0.212 -1.058
C -0.228 0.914 0.853
C 1.346 0.509 0.763
C 2.091 0.268 -0.544
C 1.282 -0.715 -0.213
C -0.127 -0.923 -0.527
C -0.940 -0.539 0.797
H -2.667 -1.279 0.059
H -2.820 0.464 0.716
H -1.562 0.608 -2.082
H 0.303 1.543 -0.905
H -0.342 1.644 1.694
H 1.790 0.093 1.891
H 1.930 1.052 -1.314
H 3.235 -0.436 -0.610
H 1.670 -1.604 0.485
H -0.018 -1.838 -1.344
H -0.955 -1.207 1.844
N -0.633 1.442 -0.515


61
Properties=species:S:1:pos:R:3 method="wB97M-V/def2-TZVPD" charge=+4 gap_ev="4.45 / 3.45" multiplicity=1 e_above_lowest_ev=0.813
Sn 0.116 0.344 -0.121
P 1.469 1.506 -1.965
P -1.400 2.546 0.611
P 1.852 -0.925 1.255
H -3.992 -0.640 2.831
C -3.164 -1.140 3.350
C -2.501 -0.554 4.360
H -2.761 0.450 4.715
C 0.862 1.079 -3.625
C 1.426 3.325 -1.958
C 3.244 1.127 -1.955
C -2.301 2.334 2.174
C -0.782 4.252 0.793
C -2.765 2.860 -0.552
C 1.142 -1.299 2.889
C 3.475 -0.199 1.642
C 2.217 -2.550 0.520
H -2.917 -2.156 3.014
H -1.707 -1.075 4.907
H 1.525 1.542 -4.372
H -0.159 1.466 -3.766
H 0.857 -0.012 -3.771
H 2.002 3.691 -2.822
H 1.883 3.721 -1.041
H 0.396 3.697 -2.040
H 3.665 1.408 -2.933
H 3.417 0.054 -1.787
H 3.757 1.699 -1.168
H -3.214 2.942 2.108
H -1.684 2.696 3.005
H -2.574 1.289 2.367
H -1.659 4.913 0.840
H -0.163 4.542 -0.063
H -0.196 4.361 1.712
H -3.332 3.717 -0.163
H -3.414 1.978 -0.613
H -2.374 3.099 -1.550
H 1.485 -2.291 3.219
H 0.045 -1.302 2.854
H 1.462 -0.546 3.623
H 4.179 -0.993 1.932
H 3.395 0.519 2.468
H 3.888 0.324 0.770
H 2.812 -3.143 1.230
H 2.792 -2.425 -0.407
H 1.297 -3.103 0.278
C -0.952 -2.761 -1.475
C -1.137 -2.723 -2.854
C -1.291 -3.934 -3.532
C -1.256 -5.145 -2.831
C -1.074 -5.153 -1.443
C -0.915 -3.940 -0.747
O -0.888 -1.539 -0.767
H -1.145 -0.796 -1.410
H -1.187 -1.760 -3.358
H -1.439 -3.920 -4.612
H -1.388 -6.088 -3.374
H -1.061 -6.107 -0.907
H -0.803 -3.914 0.339
O 1.670 2.619 2.538
C 1.263 2.033 1.639


104
Properties=species:S:1:pos:R:3 method="wB97M-V/def2-TZVPD" charge=+1 gap_ev=8.46 multiplicity=1
C 4.772 -4.489 2.993
C 4.583 -3.379 2.569
C 4.078 -2.062 2.135
C 3.657 -1.237 3.372
C 2.299 -1.649 3.997
C 1.246 -2.166 3.024
C -0.023 -2.466 3.894
C -0.851 -3.174 2.773
C 0.283 -4.081 2.240
N 1.397 -3.485 2.425
H 4.883 -5.405 3.530
H 3.294 -2.192 1.388
H 4.884 -1.512 1.642
H 3.743 -0.173 3.134
H 4.414 -1.421 4.141
H 2.464 -2.336 4.830
H 1.871 -0.747 4.448
H 0.844 -1.441 2.311
H -0.481 -1.602 4.371
H 0.079 -3.276 4.626
H -1.632 -3.877 3.061
H -1.086 -2.431 2.001
H 0.149 -5.058 1.790
H 2.231 -3.977 2.096
C 0.759 2.117 5.693
C 0.167 3.306 4.981
O -0.484 2.709 3.868
C -0.844 1.454 4.260
O -1.631 0.774 3.690
O -0.192 1.088 5.393
F 1.131 4.142 4.529
H 1.735 1.840 5.290
H 0.850 2.269 6.765
H -0.560 3.871 5.567
C 1.320 -0.270 -2.044
C 1.988 -0.305 -0.694
O 3.357 -0.364 -1.017
C 3.496 0.272 -2.229
O 4.528 0.639 -2.670
O 2.295 0.426 -2.831
F 1.663 -1.441 0.010
H 1.164 -1.264 -2.455
H 0.371 0.258 -2.036
H 1.797 0.571 -0.077
C 0.890 4.354 0.927
C 1.853 3.746 -0.054
O 1.010 3.389 -1.130
C -0.036 4.271 -1.114
O -0.787 4.427 -2.013
O -0.094 4.934 0.069
F 2.419 2.615 0.454
H 0.418 3.601 1.561
H 1.354 5.107 1.560
H 2.634 4.421 -0.408
C -3.956 -2.791 -0.916
C -3.069 -3.960 -0.586
O -1.993 -3.799 -1.501
C -1.897 -2.460 -1.751
O -0.965 -1.931 -2.262
O -3.005 -1.805 -1.338
F -3.679 -5.139 -0.829
H -4.644 -3.005 -1.734
H -4.528 -2.441 -0.059
H -2.681 -3.959 0.437
C -6.742 0.406 -2.062
C -7.220 0.440 -3.491
O -6.556 -0.678 -4.063
C -6.372 -1.575 -3.061
O -6.089 -2.717 -3.226
O -6.557 -1.000 -1.845
F -6.815 1.564 -4.123
H -5.791 0.924 -1.933
H -7.467 0.819 -1.365
H -8.298 0.323 -3.611
C 8.784 -6.769 3.815
C 8.671 -7.949 2.887
O 7.543 -8.638 3.402
C 6.747 -7.699 3.979
O 5.610 -7.869 4.271
O 7.416 -6.532 4.170
F 9.755 -8.752 2.970
H 9.357 -7.002 4.713
H 9.220 -5.896 3.335
H 8.492 -7.688 1.842
C -1.609 4.352 -6.265
C -0.434 4.387 -5.328
O 0.387 5.397 -5.892
C -0.455 6.265 -6.528
O -0.157 7.354 -6.880
O -1.689 5.714 -6.695
F 0.245 3.210 -5.342
H -1.434 3.708 -7.129
H -2.523 4.039 -5.773
H -0.683 4.650 -4.301
C -5.055 6.756 -4.588
C -5.355 5.339 -5.003
O -5.632 4.704 -3.770
C -6.136 5.669 -2.942
O -6.713 5.448 -1.933
O -5.890 6.909 -3.436
F -4.271 4.743 -5.569
H -4.011 6.890 -4.302
H -5.307 7.483 -5.356
H -6.214 5.236 -5.668


Listing DFT total energy for the structures above in their given order: -365.887227 -2095.214846 -3939.504347 Eh.
Listing max |F| for the structures above in their given order: 8.70 4.51 3.56 eV/Å.